Here is a single C4H7NO2 molecule from the OMol25 dataset. Energies are from wB97M-V/def2-TZVPD.

Computed properties:
Largest force on an atom, eV Å⁻¹: 0.427

Cartesian coordinates (Å):
O  -0.3856  1.0336  1.6991
O  -1.1514  -1.0482  -1.7049
N  1.8381  0.6070  1.6787
C  0.5545  0.3875  1.2729
C  -1.4401  0.3194  -1.4384
C  0.3691  -0.7068  0.2442
C  -1.0195  -0.5965  -0.3688
H  2.6256  0.1643  1.2328
H  1.1736  -0.6503  -0.4986
H  -2.4983  0.5693  -1.5635
H  -0.7665  1.0650  -1.8605
H  1.9985  1.4442  2.2166
H  0.4916  -1.6879  0.7321
H  -1.8098  -0.9026  0.3172

Here is a single C4H7NO2 molecule from the OMol25 dataset. Energies are from wB97M-V/def2-TZVPD.

Computed properties:
Largest force on an atom, eV Å⁻¹: 0.902

Cartesian coordinates (Å):
O  -1.1016  0.3296  0.8881
O  1.3067  0.8044  0.9139
N  1.1637  -0.7572  -0.9024
C  0.0271  1.3059  0.8579
C  1.7813  0.0004  -0.1238
C  -0.2669  -1.0750  -0.9225
C  -1.3005  -0.0196  -0.6592
H  -0.4973  -1.3684  -1.9525
H  -2.2913  -0.4970  -0.6762
H  -0.2191  1.7041  -0.1393
H  -1.0922  -0.4642  1.4692
H  -0.0772  2.0067  1.6902
H  -0.3078  -2.0136  -0.3231
H  2.8752  0.0440  -0.1203

Number 1: HOMO-LUMO gap 10.764 eV, LUMO level 0.0301 Ha. Number 2: HOMO-LUMO gap 7.809 eV, LUMO level 0.0157 Ha.